No. 1
Here is C5H12BNO2 in the gas phase in a non-equilibrium geometry from the OMol25 dataset. Energies are from ωB97M-V/def2-TZVPD.

As for the HOMO energy: -8.4 eV. As for the SMILES: CC(C)=N[C@@H](C)B(O)O. For the energy, the calculation gives -11641.4795 eV. For the orbital gap, the calculation gives 8.529 eV. The value obtained for the energy above the lowest of the compared OMol25 structures with the same formula, charge and spin is 2.5 kcal per mole.

Last column: Löwdin charge in e.
Cartesian coordinates (Å):
C  2.64  -0.23  -0.75  -0.047
C  1.21  -0.15  -0.04  -0.376
C  1.20  -1.32  0.92  -0.022
N  0.37  0.76  -0.32  0.058
C  -0.98  0.80  0.20  -0.276
C  -1.46  2.15  -0.28  -0.097
B  -2.02  -0.55  -0.22  -0.606
O  -1.49  -1.42  -1.06  0.207
O  -3.26  -0.46  0.31  0.198
H  2.60  0.50  -1.65  0.092
H  2.72  -1.16  -1.16  0.012
H  3.38  0.18  0.08  0.117
H  1.58  -0.90  1.82  0.088
H  0.19  -1.53  0.98  0.041
H  1.71  -2.13  0.60  0.044
H  -0.81  1.00  1.35  0.161
H  -0.72  2.98  -0.12  0.103
H  -2.32  2.42  0.18  0.037
H  -1.78  2.03  -1.25  0.045
H  -1.99  -1.86  -1.77  0.132
H  -3.93  -1.09  0.15  0.087



No. 2
Here is 9 unconnected molecules or ions with the total composition C21H60O15S9 in a non-equilibrium geometry from the OMol25 dataset. Energies are from ωB97M-V/def2-TZVPD.

As for the HOMO energy: -8.1 eV. For the energy, the calculation gives -150968.8489 eV. For the orbital gap, the calculation gives 7.759 eV. The value obtained for the energy above the lowest of the compared OMol25 structures with the same formula, charge and spin is 64.8 kcal per mole.

Last column: Löwdin charge in e.
Cartesian coordinates (Å):
O  -12.70  -15.83  -10.11  -0.306
S  -13.56  -16.78  -9.34  0.729
O  -14.94  -17.04  -9.80  -0.326
O  -12.74  -18.18  -9.08  -0.219
C  -13.47  -19.18  -8.48  -0.344
C  -12.70  -20.39  -7.97  -0.053
C  -13.64  -16.09  -7.61  -0.087
H  -14.27  -19.60  -9.10  0.123
H  -14.01  -18.79  -7.62  0.094
H  -13.16  -21.00  -7.20  0.085
H  -11.72  -20.10  -7.59  0.077
H  -12.39  -21.01  -8.81  0.079
H  -14.06  -16.85  -6.96  0.048
H  -14.29  -15.22  -7.61  0.067
H  -12.59  -15.85  -7.45  0.068
O  -20.11  -12.82  -10.27  -0.297
S  -18.83  -13.47  -10.05  0.744
O  -18.80  -14.79  -9.31  -0.342
O  -17.99  -13.72  -11.53  -0.253
C  -18.33  -12.98  -12.65  -0.371
C  -17.30  -12.90  -13.68  -0.062
C  -17.59  -12.41  -9.23  -0.095
H  -18.67  -12.00  -12.32  0.120
H  -19.22  -13.36  -13.15  0.110
H  -16.94  -13.88  -14.00  0.089
H  -16.40  -12.35  -13.38  0.083
H  -17.79  -12.30  -14.44  0.096
H  -17.86  -11.40  -8.90  0.074
H  -16.77  -12.35  -9.95  0.064
H  -17.16  -12.97  -8.41  0.060
O  -26.70  -19.35  -11.44  -0.289
S  -26.51  -19.09  -10.01  0.606
O  -27.55  -19.42  -9.07  -0.287
O  -25.14  -19.82  -9.64  -0.287
C  -24.90  -20.41  -8.37  -0.243
C  -23.39  -20.55  -8.07  -0.053
C  -25.93  -17.44  -9.77  -0.142
H  -25.39  -21.37  -8.53  0.125
H  -25.34  -19.86  -7.53  0.117
H  -23.19  -20.95  -7.08  0.069
H  -22.78  -19.65  -8.10  0.051
H  -22.92  -21.21  -8.80  0.073
H  -25.14  -17.33  -10.51  0.067
H  -25.50  -17.32  -8.77  0.067
H  -26.80  -16.83  -10.03  0.083
C  -19.87  -18.76  -7.93  -0.253
S  -18.33  -18.84  -8.92  0.879
O  -18.77  -18.36  -10.26  -0.580
C  -17.45  -17.41  -8.03  -0.210
H  -20.45  -19.64  -8.18  0.024
H  -20.51  -17.88  -8.03  0.033
H  -19.57  -18.80  -6.88  0.039
H  -17.58  -16.41  -8.44  0.026
H  -16.38  -17.57  -7.94  0.001
H  -17.78  -17.45  -6.99  0.037
C  -22.01  -15.20  -12.25  -0.218
S  -21.73  -16.72  -13.35  0.849
O  -21.93  -16.32  -14.84  -0.572
C  -19.93  -16.81  -12.99  -0.271
H  -23.08  -15.00  -12.12  0.046
H  -21.46  -14.34  -12.62  0.045
H  -21.63  -15.46  -11.26  0.003
H  -19.45  -15.97  -13.49  0.049
H  -19.49  -17.68  -13.48  -0.014
H  -19.76  -16.79  -11.91  0.033
C  -18.91  -24.27  -6.06  -0.254
S  -18.83  -22.46  -5.84  0.846
O  -18.75  -21.81  -7.25  -0.600
C  -20.45  -22.08  -5.01  -0.242
H  -18.96  -24.42  -7.14  0.053
H  -19.73  -24.74  -5.52  0.049
H  -17.98  -24.71  -5.71  0.042
H  -21.29  -22.55  -5.53  0.044
H  -20.54  -20.99  -5.11  0.037
H  -20.37  -22.49  -4.01  0.048
C  -16.01  -17.65  -12.42  -0.272
S  -16.69  -18.78  -13.65  0.848
O  -15.53  -18.77  -14.69  -0.579
C  -16.64  -20.27  -12.64  -0.261
H  -16.17  -16.65  -12.83  0.042
H  -14.92  -17.65  -12.44  0.052
H  -16.33  -17.79  -11.39  0.018
H  -15.62  -20.32  -12.27  0.055
H  -16.70  -21.17  -13.24  0.055
H  -17.54  -20.33  -12.03  0.025
C  -22.28  -15.89  -8.69  -0.245
S  -23.34  -14.36  -8.86  0.854
O  -24.75  -14.82  -9.21  -0.564
C  -23.33  -13.79  -7.17  -0.282
H  -21.30  -15.81  -9.15  0.012
H  -22.62  -16.82  -9.14  0.051
H  -22.08  -16.11  -7.64  0.039
H  -22.33  -13.45  -6.90  0.054
H  -23.53  -14.54  -6.40  0.055
H  -24.07  -13.01  -7.03  0.057
C  -20.20  -21.11  -11.60  -0.201
S  -20.45  -20.24  -13.28  0.868
O  -19.76  -21.26  -14.23  -0.580
C  -22.28  -20.36  -13.24  -0.257
H  -21.14  -21.47  -11.17  0.021
H  -19.82  -20.47  -10.80  0.005
H  -19.70  -22.01  -11.95  0.050
H  -22.65  -20.93  -12.39  0.030
H  -22.83  -20.70  -14.12  0.065
H  -22.63  -19.36  -13.00  0.000



No. 3
Here is a gas-phase ion, C4H10N3 (charge +1) in a non-equilibrium geometry from the OMol25 dataset. Energies are from ωB97M-V/def2-TZVPD.

As for the HOMO energy: -13.9 eV. As for the SMILES: [H]/N=C1/CC[NH2+]N1C. For the energy, the calculation gives -8770.7337 eV. For the orbital gap, the calculation gives 10.581 eV. As for the charge: +1. The value obtained for the energy above the lowest of the compared OMol25 structures with the same formula, charge and spin is 89.1 kcal per mole.

Last column: Löwdin charge in e.
Cartesian coordinates (Å):
H  2.94  0.08  -0.26  0.055
N  2.22  0.70  -0.20  0.242
C  1.00  0.62  -0.20  -0.268
C  0.03  1.73  0.03  -0.095
C  -1.35  1.09  -0.25  -0.070
N  -1.21  -0.33  0.22  0.069
N  0.04  -0.74  -0.41  -0.085
C  0.43  -2.03  0.06  -0.075
H  0.12  2.25  1.11  0.184
H  0.50  2.56  -0.47  0.129
H  -2.06  1.67  0.29  0.129
H  -1.45  0.95  -1.28  0.124
H  -1.04  -0.40  1.26  0.211
H  -1.96  -0.92  -0.05  0.172
H  0.80  -2.19  1.00  0.060
H  -0.34  -2.65  -0.25  0.070
H  1.32  -2.40  -0.60  0.149



> Look up the energy of the first one.

-11641.4795 eV